10
Properties=species:S:1:pos:R:3:nbo_charge:R:1 method="wB97M-V/def2-TZVPD" total_charge=0 homo_lumo_gap_ev=9.8 relative_energy_kcal_mol=12.2 smiles=S[C@H]1[C@@H](Cl)[C@H]1Cl
Cl -0.30 -2.27 0.06 -0.01
Cl -0.47 0.34 -2.15 -0.01
S 2.13 0.13 0.01 0.04
C 0.50 0.47 0.53 -0.41
C -0.70 0.55 -0.40 -0.23
C -0.59 -0.59 0.54 -0.24
H -1.52 1.25 -0.17 0.24
H 1.78 -0.42 -1.16 0.14
H 0.40 1.14 1.35 0.25
H -1.22 -0.61 1.40 0.23



12
Properties=species:S:1:pos:R:3:nbo_charge:R:1 method="wB97M-V/def2-TZVPD" total_charge=0 homo_lumo_gap_ev=11.4 relative_energy_kcal_mol=21.3 smiles=O[C@@H](CF)C(Cl)(Cl)Cl
Cl -0.58 0.77 -2.45 0.01
Cl -1.57 2.30 -0.11 -0.03
Cl -2.21 -0.48 -0.40 0.01
F 2.10 -1.23 0.66 -0.34
O 0.01 0.25 1.47 -0.68
C 0.34 0.24 0.16 -0.06
C 0.90 -1.20 0.07 0.06
C -0.85 0.66 -0.65 -0.02
H 0.30 -1.77 0.84 0.20
H 1.12 0.90 -0.22 0.19
H 0.87 -1.55 -1.05 0.18
H -0.43 1.12 1.68 0.49



9
Properties=species:S:1:pos:R:3:nbo_charge:R:1 method="wB97M-V/def2-TZVPD" total_charge=0 homo_lumo_gap_ev="8.2 / 8.2" relative_energy_kcal_mol=93.0
Cl 2.90 -0.08 0.38 0.09
F -1.95 -1.18 0.12 -0.34
C -1.06 0.97 -0.05 -0.49
C 2.10 -0.61 -0.95 -0.20
C -1.38 -0.09 0.66 0.23
H -1.23 1.02 -1.11 0.22
H -1.24 -0.20 1.72 0.16
H 2.46 -1.64 -1.19 0.11
H -0.61 1.82 0.43 0.21